C23H47AlBCl3NO4 | ωB97M-V/def2-TZVPD

Relative energy (zero: lowest compared OMol25 entry of this formula, charge and spin) (kcal per mole): 203.54
HOMO-LUMO gap (eV): 7.20
Max |F| (eV Å⁻¹): 4.02
E (hartree): -2907.94765

Structure (ORCA input):
```
! wB97M-V def2-TZVPD RIJCOSX def2/J DEFGRID3
* xyz -1 1
C -3.6714 -5.3991 3.0556
C -4.9012 -4.5520 2.3300
C -4.4476 -2.9909 1.9366
C -4.7249 -2.6721 0.3518
C -4.4235 -1.0884 -0.0739
C -2.8662 -1.0631 -0.6529
C -2.1818 0.4537 -0.5799
Al -0.1623 0.1583 -0.3312
N 0.1521 -1.2906 0.8964
C -0.4350 -0.8904 2.2321
C 0.1192 -1.7689 3.5104
C -1.1894 -2.3277 4.3411
C -1.2361 -1.7946 5.9171
O 0.8846 1.5827 0.4165
C 1.6817 2.3521 -0.6049
C 2.9357 2.8479 0.3862
C 2.6322 2.5257 1.9956
O 3.7782 3.1754 2.7174
C 0.5740 3.4877 -0.9773
C 0.9590 4.6801 -1.9749
C 0.1797 6.0548 -1.4240
Cl 2.7217 5.1373 -2.1924
C 2.0409 1.1635 -1.7276
B 2.4168 1.6742 -3.2789
O 3.7745 2.2253 -3.6290
C 1.3334 1.6696 -4.5372
C 2.0260 0.8468 -5.7733
C 3.2458 0.1100 -1.4279
Cl 3.3158 -0.5652 0.3088
C 3.3344 -1.1910 -2.4163
C 4.8130 -1.3452 -3.1841
Cl 3.2248 -2.7442 -1.3397
O 0.8383 0.2873 -1.9257
H -3.2821 -6.2325 2.3101
H -2.7841 -4.7121 3.3867
H -4.0962 -5.9797 4.0057
H -5.8132 -4.5490 3.0974
H -5.2617 -5.1451 1.3867
H -3.3109 -2.9207 2.2072
H -5.1203 -2.2885 2.6115
H -5.8916 -2.8393 0.1797
H -4.1321 -3.4282 -0.3465
H -4.4999 -0.3455 0.8313
H -5.1144 -0.7914 -0.9850
H -2.2755 -1.8584 -0.0145
H -2.8023 -1.4569 -1.7777
H -2.6662 1.1220 0.2553
H -2.3158 1.0035 -1.6299
H -0.1991 -2.2108 0.5524
H -1.6014 -0.8455 2.1396
H -0.0826 0.2313 2.4306
H 0.7248 -1.0634 4.2575
H 0.8636 -2.6243 3.2079
H -2.2221 -2.0217 3.8693
H -1.1547 -3.5196 4.2876
H -0.5390 -2.4992 6.5440
H -0.9818 -0.6569 6.0277
H -2.3673 -1.9417 6.2549
H 3.1231 4.0014 0.3502
H 3.9488 2.3094 0.1379
H 2.7052 1.3914 2.2662
H 1.6740 3.0716 2.4010
H 4.5019 3.4178 2.0377
H -0.3795 2.9097 -1.4034
H 0.2070 3.9598 0.0541
H 0.4586 4.4732 -3.0390
H 0.8274 6.4365 -0.4975
H 0.2188 6.9093 -2.2219
H -0.9278 5.7960 -1.0883
H 3.5722 3.0934 -4.1217
H 0.2557 1.3247 -4.2446
H 1.2310 2.7997 -4.9073
H 3.1512 0.5356 -5.5245
H 2.0029 1.4297 -6.8060
H 1.4520 -0.1667 -5.9517
H 4.2694 0.7075 -1.5715
H 2.4642 -1.3109 -3.1862
H 4.5925 -1.3385 -4.3372
H 5.5587 -0.5090 -2.8458
H 5.2763 -2.4170 -2.9351
*
```

Calculated atomic charges, method Löwdin, unit e:
1 C -0.144
2 C -0.252
3 C -0.215
4 C -0.238
5 C -0.211
6 C -0.288
7 C -0.225
8 Al 0.182
9 N -0.118
10 C -0.301
11 C -0.179
12 C -0.271
13 C -0.155
14 O -0.276
15 C -0.308
16 C -0.093
17 C -0.207
18 O -0.197
19 C -0.133
20 C -0.668
21 C -0.169
22 Cl 0.573
23 C -0.280
24 B -0.327
25 O -0.031
26 C -0.158
27 C -0.147
28 C -0.531
29 Cl 0.555
30 C -0.579
31 C -0.136
32 Cl 0.436
33 O -0.212
34 H 0.074
35 H 0.042
36 H 0.074
37 H 0.100
38 H 0.094
39 H 0.080
40 H 0.117
41 H 0.106
42 H 0.121
43 H 0.107
44 H 0.105
45 H 0.070
46 H 0.117
47 H 0.057
48 H 0.057
49 H 0.040
50 H 0.090
51 H 0.117
52 H 0.106
53 H 0.110
54 H 0.075
55 H 0.093
56 H 0.070
57 H 0.074
58 H 0.070
59 H 0.088
60 H 0.108
61 H 0.098
62 H 0.129
63 H 0.087
64 H 0.141
65 H 0.142
66 H 0.114
67 H 0.086
68 H 0.069
69 H 0.092
70 H 0.093
71 H 0.108
72 H 0.105
73 H 0.075
74 H 0.078
75 H 0.078
76 H 0.111
77 H 0.115
78 H 0.071
79 H 0.083
80 H 0.065



C23H47AlBr7Cl2LiO6S3 | ωB97M-V/def2-TZVPD

HOMO-LUMO gap (eV): 2.21
Max |F| (eV Å⁻¹): 3.83
E (hartree): -21738.49117

Structure (ORCA input):
```
! wB97M-V def2-TZVPD RIJCOSX def2/J DEFGRID3
* xyz 0 1
C -0.8301 -2.5702 3.3687
C -1.3201 -1.0651 3.3215
C -2.8615 -0.8878 3.0412
C -3.2757 -1.4496 1.6294
C -2.1435 -1.2529 0.5652
C -2.1133 0.1865 -0.1351
C -1.3013 1.2972 0.6573
C 0.2465 1.3196 0.3764
C 0.8625 -0.0819 0.0486
C 2.4319 0.1333 -0.1558
C 2.9923 -1.1176 -0.9322
O 2.5412 -1.1513 -2.2884
S 1.7390 -2.6059 -2.5666
O 2.5516 -3.3813 -3.5346
O 0.3849 -2.1083 -3.4101
C -0.7405 -2.1694 -2.4666
C -1.9978 -2.8430 -3.1577
C -2.5955 -3.9626 -2.1957
S -4.3922 -4.1901 -2.5973
H -0.4822 -2.8336 2.3195
H -1.6217 -3.3118 3.6679
H 0.1132 -2.6333 4.0298
H -0.6756 -0.5399 2.5566
H -1.0961 -0.5934 4.3167
H -3.2481 0.1632 3.1979
H -3.4148 -1.5026 3.8177
H -3.6393 -2.5138 1.6784
H -4.1722 -0.8529 1.2741
H -2.3763 -1.9708 -0.2921
H -1.1275 -1.5485 0.9372
H -3.1809 0.5217 -0.2287
H -1.7476 0.0666 -1.2005
H -1.5326 1.2572 1.7619
H -1.7177 2.3760 0.3014
H 0.4555 2.0188 -0.4756
H 0.8065 1.7022 1.2967
H 0.4252 -0.5141 -0.8952
H 0.7924 -0.8052 0.9184
H 2.6882 1.0972 -0.6644
H 2.9146 0.1397 0.8733
H 4.1285 -1.1999 -0.8584
H 2.5571 -2.0219 -0.3417
H -0.4335 -2.6679 -1.5108
H -1.0287 -1.0960 -2.2827
H -2.7947 -2.0596 -3.3085
H -1.6497 -3.2923 -4.1229
H -2.4689 -3.6809 -1.1172
H -2.0747 -4.9291 -2.4279
H -4.9350 -4.9962 -1.5905
O 2.2343 3.1504 1.4928
C 3.3795 3.4852 1.4088
O 4.4230 2.6945 1.7669
C 5.6495 3.4352 1.6520
C 5.3508 4.5501 0.6748
C 3.8792 4.8290 0.9473
H 5.9229 3.8070 2.6425
H 6.4416 2.7788 1.2906
H 5.9945 5.4204 0.8021
H 5.4733 4.1900 -0.3444
H 3.7519 5.5518 1.7528
H 3.3155 5.1701 -0.0040
Li -6.6605 -5.4328 -1.9638
C 6.9066 2.6167 5.5465
S 7.0432 4.3858 5.2220
O 8.4000 4.6319 4.6510
C 7.0858 4.8912 6.9529
H 6.9019 2.0926 4.5912
H 7.7573 2.2808 6.1409
H 5.9737 2.4136 6.0744
H 7.9253 4.4126 7.4588
H 6.1474 4.6157 7.4359
H 7.2081 5.9732 6.9908
Br 2.0412 -1.9655 4.1620
Al 3.5933 -2.6201 0.7640
Br -6.1999 -0.4912 -3.3348
C -7.0161 -1.5698 -4.7380
C -8.5161 -1.6197 -4.5904
Br -9.0439 -2.8332 -3.1573
H -6.5482 -2.5518 -4.6967
H -6.7395 -1.0800 -5.6717
H -8.9784 -2.0241 -5.4907
H -8.9586 -0.6522 -4.3636
C -5.1649 -2.9448 -8.3510
Br -6.6017 -1.7652 -8.8917
Br -3.8962 -2.0466 -7.1974
Br -5.8379 -4.5742 -7.5455
H -4.6310 -3.2314 -9.2514
Br 3.7444 5.0228 -2.0068
Cl 1.7815 6.1448 0.5730
Cl -3.1747 2.9799 -0.5931
*
```

Calculated atomic charges, method Löwdin, unit e:
1 C -0.233
2 C -0.279
3 C -0.210
4 C -0.202
5 C -0.212
6 C -0.232
7 C -0.267
8 C -0.182
9 C -0.176
10 C -0.142
11 C -0.442
12 O -0.274
13 S 0.974
14 O -0.375
15 O -0.305
16 C -0.254
17 C -0.190
18 C -0.491
19 S 0.657
20 H 0.046
21 H 0.066
22 H -0.167
23 H 0.067
24 H 0.106
25 H 0.111
26 H 0.104
27 H 0.095
28 H 0.109
29 H 0.067
30 H 0.058
31 H 0.039
32 H 0.079
33 H 0.105
34 H -0.088
35 H 0.128
36 H 0.108
37 H 0.085
38 H 0.104
39 H 0.139
40 H 0.118
41 H 0.093
42 H -0.142
43 H 0.101
44 H 0.099
45 H 0.106
46 H 0.124
47 H 0.068
48 H 0.088
49 H -0.207
50 O 0.099
51 C -0.478
52 O 0.032
53 C -0.144
54 C -0.194
55 C -0.321
56 H 0.092
57 H 0.132
58 H 0.130
59 H 0.032
60 H 0.092
61 H -0.176
62 Li 0.772
63 C -0.263
64 S 0.781
65 O -0.554
66 C -0.270
67 H 0.045
68 H 0.058
69 H 0.059
70 H 0.057
71 H 0.054
72 H 0.050
73 Br -0.284
74 Al 0.918
75 Br 0.640
76 C -0.722
77 C -0.662
78 Br 0.588
79 H 0.018
80 H 0.029
81 H 0.061
82 H 0.061
83 C -1.608
84 Br 0.579
85 Br 0.577
86 Br 0.545
87 H -0.027
88 Br 0.124
89 Cl 0.247
90 Cl -0.143



C23H47B3O8 | ωB97M-V/def2-TZVPD

HOMO-LUMO gap (eV): 9.93
Max |F| (eV Å⁻¹): 0.84
Structure (SMILES): C=CCB1OBOB(CCOCC)O1.C1CCOC1.C1CCOC1.C1CCOC1.C1CCOC1
E (hartree): -1581.21510

Structure (ORCA input):
```
! wB97M-V def2-TZVPD RIJCOSX def2/J DEFGRID3
* xyz 0 1
C 0.3722 -1.3182 -0.6090
C 0.3204 -0.5937 -1.7180
C 1.3203 0.4781 -2.1061
B 0.7260 1.7903 -1.5125
O 1.0716 2.2809 -0.2591
B 0.1028 3.1041 0.2696
O -1.2189 2.7922 0.0039
B -1.4453 2.5960 -1.3557
C -2.8807 2.4098 -1.9354
C -4.0426 2.8042 -1.0211
O -5.1855 1.9870 -1.2121
C -5.1040 0.7490 -0.5324
C -6.1153 -0.2100 -1.1335
O -0.3101 2.4726 -2.1509
H 1.0990 -1.1123 0.1704
H -0.3076 -2.1439 -0.4508
H -0.5139 -0.7360 -2.3991
H 2.3086 0.2425 -1.7142
H 1.3702 0.5386 -3.1938
H 0.3947 4.0769 0.8848
H -2.9521 1.3358 -2.1511
H -2.9628 2.9056 -2.9046
H -3.7355 2.7823 0.0308
H -4.3676 3.8217 -1.2375
H -5.3045 0.9134 0.5339
H -4.0918 0.3329 -0.6008
H -7.0911 -0.1270 -0.6576
H -5.7759 -1.2417 -1.0466
H -6.2378 0.0217 -2.1911
C -1.5255 6.4124 1.7934
C -2.2106 7.3732 2.7627
C -3.2573 8.0188 1.8606
O -3.6230 7.0297 0.8993
C -2.6965 5.9447 0.9375
H -1.0064 5.5908 2.2847
H -0.8008 6.9523 1.1797
H -2.6981 6.8148 3.5649
H -1.5343 8.0980 3.2129
H -2.8452 8.8910 1.3410
H -4.1553 8.3304 2.3957
H -3.1860 5.0769 1.3937
H -2.4081 5.6789 -0.0808
C 1.4088 -4.8084 -3.9303
C 1.0624 -6.0763 -3.1504
C 0.5725 -5.4935 -1.8334
O -0.0251 -4.2324 -2.1480
C 0.3011 -3.8611 -3.4862
H 1.4341 -4.9494 -5.0102
H 2.3821 -4.4263 -3.6124
H 0.2555 -6.6154 -3.6528
H 1.9035 -6.7514 -3.0131
H 1.4087 -5.3330 -1.1440
H -0.1704 -6.1161 -1.3331
H -0.5877 -3.9695 -4.1184
H 0.6021 -2.8124 -3.4901
C 1.0654 2.8617 6.0259
C 0.8537 1.8397 4.9093
C 0.7296 2.7453 3.6902
O 1.5443 3.8860 3.9533
C 1.9356 3.8990 5.3259
H 1.5396 2.4480 6.9146
H 0.1106 3.3019 6.3206
H 1.7300 1.1953 4.8159
H -0.0217 1.2079 5.0523
H -0.3064 3.0747 3.5455
H 1.0754 2.2713 2.7700
H 2.9967 3.6375 5.4004
H 1.8021 4.9087 5.7162
C 5.8595 -8.0978 -1.0858
C 5.8459 -6.5894 -0.8398
C 4.6814 -6.1478 -1.7176
O 3.7586 -7.2381 -1.7302
C 4.3697 -8.4045 -1.1762
H 6.3559 -8.6650 -0.2999
H 6.3528 -8.3217 -2.0336
H 5.6314 -6.3804 0.2100
H 6.7790 -6.0936 -1.1030
H 5.0122 -5.9456 -2.7422
H 4.1688 -5.2612 -1.3403
H 3.9447 -8.5961 -0.1853
H 4.1419 -9.2554 -1.8193
*
```

Calculated atomic charges, method Löwdin, unit e:
1 C 0.028
2 C -0.187
3 C -0.053
4 B -0.536
5 O 0.274
6 B -0.361
7 O 0.252
8 B -0.540
9 C -0.014
10 C -0.216
11 O -0.153
12 C -0.285
13 C -0.068
14 O 0.283
15 H 0.073
16 H 0.056
17 H 0.112
18 H 0.115
19 H 0.113
20 H 0.125
21 H 0.121
22 H 0.122
23 H 0.114
24 H 0.128
25 H 0.121
26 H 0.112
27 H 0.071
28 H 0.071
29 H 0.078
30 C -0.167
31 C -0.166
32 C -0.207
33 O -0.137
34 C -0.205
35 H 0.098
36 H 0.119
37 H 0.113
38 H 0.110
39 H 0.116
40 H 0.115
41 H 0.118
42 H 0.116
43 C -0.161
44 C -0.165
45 C -0.195
46 O -0.156
47 C -0.207
48 H 0.111
49 H 0.108
50 H 0.115
51 H 0.089
52 H 0.111
53 H 0.117
54 H 0.118
55 H 0.100
56 C -0.169
57 C -0.163
58 C -0.212
59 O -0.140
60 C -0.205
61 H 0.110
62 H 0.113
63 H 0.114
64 H 0.112
65 H 0.119
66 H 0.108
67 H 0.117
68 H 0.116
69 C -0.168
70 C -0.167
71 C -0.207
72 O -0.168
73 C -0.198
74 H 0.111
75 H 0.113
76 H 0.114
77 H 0.112
78 H 0.120
79 H 0.114
80 H 0.118
81 H 0.118



Short version: LUMO energy = 2.4150; -3.7735; 0.6086 eV, in the order given.